No. 1
An isolated molecule of C4H12N4 at a distorted geometry, computed with ωB97M-V/def2-TZVPD.

Results
F_max	4.484	eV/A
LUMO level	0.0279	Ha
Kohn-Sham gap	8.78	eV
energy above the lowest of the compared OMol25 structures with the same formula, charge and spin	44.30	kcal/mol

The geometry in XYZ format:
```
20
C4H12N4, DFT ωB97M-V/def2-TZVPD
C 0.614 -1.909 0.111
C -0.679 -0.978 -0.578
N -1.480 -1.756 -1.371
C -0.744 0.329 -0.427
C 0.256 1.266 0.341
N 0.143 2.568 -0.310
N 1.597 0.763 0.380
N -0.202 1.442 1.715
H 1.204 -2.167 -0.770
H 0.090 -2.836 0.353
H 1.258 -1.855 0.988
H -1.363 -2.759 -1.331
H -2.456 -1.489 -1.384
H -1.517 0.908 -0.918
H 0.737 3.215 0.200
H 0.503 2.504 -1.255
H 1.563 -0.222 0.921
H 1.923 0.467 -0.531
H -0.382 0.540 2.143
H -1.064 1.971 1.723
```



No. 2
C36H15F15GeN3ReS4 as an isolated structure, computed with ωB97M-V/def2-TZVPD.

Results
expectation value of S²	1.169
F_max	0.393	eV/A
LUMO level (spin up / spin down)	-0.1788 / -0.1732	Ha
Kohn-Sham gap (spin up / spin down)	6.05 / 6.10	eV
spin multiplicity	2
energy above the lowest of the compared OMol25 structures with the same formula, charge and spin	0.00	kcal/mol
charge	+1

The geometry in XYZ format:
```
75
C36H15F15GeN3ReS4, DFT ωB97M-V/def2-TZVPD
Re 1.764 -1.242 -0.092
C 0.461 0.395 -2.981
C 0.526 -1.089 -3.057
C 0.140 -1.676 -4.264
C 0.033 -3.037 -4.381
C 0.296 -3.814 -3.262
C 0.705 -3.202 -2.099
N 0.868 -1.848 -1.998
C 0.964 -3.988 -0.879
C 0.908 -5.369 -0.795
C 1.214 -5.982 0.410
C 1.574 -5.210 1.497
C 1.608 -3.828 1.358
N 1.296 -3.252 0.192
C 1.995 -2.881 2.412
C 2.155 -3.302 3.715
C 2.482 -2.376 4.692
C 2.612 -1.062 4.318
C 2.427 -0.670 2.992
C 2.508 0.784 2.694
N 2.146 -1.577 2.033
H -0.561 0.697 -3.219
H 0.732 0.777 -2.008
H 1.119 0.842 -3.729
H -0.102 -1.024 -5.092
H -0.277 -3.494 -5.310
H 0.176 -4.885 -3.304
H 0.645 -5.966 -1.654
H 1.187 -7.060 0.492
H 1.843 -5.678 2.431
H 2.009 -4.339 3.972
H 2.615 -2.680 5.720
H 2.850 -0.298 5.043
H 1.592 1.266 3.042
H 3.344 1.225 3.235
H 2.622 0.993 1.640
S 5.736 0.075 -1.827
C 4.340 -0.359 -1.169
S 3.868 -2.012 -0.697
S 2.980 0.681 -0.753
F -1.393 2.951 -2.748
C -0.352 3.402 -2.033
C -0.089 2.893 -0.771
C 1.018 3.412 -0.122
F 1.330 2.954 1.101
C 1.842 4.376 -0.674
F 2.901 4.828 -0.015
C 1.547 4.859 -1.940
F 2.320 5.775 -2.499
C 0.443 4.371 -2.624
F 0.165 4.822 -3.842
Ge -1.198 1.562 0.133
S -0.280 -0.411 0.651
C -1.890 2.239 1.839
C -1.740 3.527 2.330
F -1.142 4.473 1.599
C -2.233 3.915 3.565
F -2.065 5.159 4.000
C -2.926 3.000 4.342
F -3.410 3.358 5.521
C -3.129 1.712 3.869
F -3.816 0.835 4.595
C -2.617 1.363 2.631
F -2.868 0.121 2.189
C -2.773 1.168 -0.965
C -2.934 0.044 -1.757
F -1.950 -0.865 -1.875
C -4.085 -0.197 -2.487
F -4.192 -1.289 -3.241
C -5.127 0.717 -2.438
F -6.231 0.502 -3.135
C -4.998 1.863 -1.669
F -5.982 2.753 -1.633
C -3.827 2.067 -0.959
F -3.715 3.206 -0.259
```



No. 3
An isolated molecule of C4H3ClO2 at a distorted geometry, computed with ωB97M-V/def2-TZVPD.

Results
F_max	6.487	eV/A
LUMO level (spin up / spin down)	-0.0357 / -0.0572	Ha
Kohn-Sham gap (spin up / spin down)	8.52 / 7.25	eV
energy above the lowest of the compared OMol25 structures with the same formula, charge and spin	120.26	kcal/mol

The geometry in XYZ format:
```
10
C4H3ClO2, DFT ωB97M-V/def2-TZVPD
C 0.723 -1.173 -0.525
C -0.580 -0.647 -0.083
Cl -2.021 -1.376 -0.516
C -0.588 0.647 1.177
O 0.661 1.434 1.050
C -0.496 1.980 0.760
O -0.911 2.996 0.338
H 0.779 -0.973 -1.695
H 1.579 -0.514 -0.128
H 0.853 -2.374 -0.378
```